1.
ORCA calculation (wB97M-V/def2-TZVPD) on C4H3FS as an isolated structure in a non-equilibrium geometry.

The geometry in XYZ format:
```
9
C4H3FS wB97M-V/def2-TZVPD
C -0.3450 -1.3332 0.0771
C 0.6956 -0.1662 -0.3124
C 0.1377 1.1845 -0.1770
C -0.2207 2.3299 -0.0083
H -0.4333 -1.2202 1.2864
H 0.1673 -2.6143 -0.1391
H -0.7251 3.1775 -0.2163
F -1.5856 -0.9945 -0.3433
S 2.3090 -0.3635 -0.1670
```

Output
- multiplicity = 1
- charge = 0
- frontier orbital gap (eV) = 7.91
- relative energy (zero: lowest compared OMol25 entry of this formula, charge and spin) (kJ/mol) = 363.5
- electronic energy (Eh) = -652.10244
- strongest force on any atom (hartree/bohr) = 0.092



2.
ORCA calculation (wB97M-V/def2-TZVPD) on an isolated ion of composition C10H9INO2S and charge +1.

The geometry in XYZ format:
```
24
C10H9INO2S wB97M-V/def2-TZVPD
C -2.5653 0.2611 1.1532
C -1.1169 0.5491 0.9533
C -0.4808 1.4435 1.7699
N 0.8399 1.7269 1.6397
S 1.5942 2.9339 2.6612
I 1.3301 2.0164 4.8273
C 1.5760 1.1538 0.6887
C 1.0188 0.2485 -0.2075
C 1.7937 -0.3550 -1.2235
C 1.2392 -1.2564 -2.0942
O 1.8969 -1.8655 -3.0752
C -0.1570 -1.5928 -1.9662
O -0.6258 -2.4708 -2.8385
C -0.9188 -1.0069 -0.9762
C -0.3687 -0.0829 -0.0810
H -3.1292 0.5078 0.2552
H -2.7141 -0.7962 1.3661
H -2.9652 0.8379 1.9812
H -1.0048 1.9597 2.5590
H 2.6197 1.4258 0.6439
H 2.8385 -0.0947 -1.3070
H 2.8271 -1.6054 -3.1198
H -1.5655 -2.6658 -2.7126
H -1.9620 -1.2720 -0.8969
```

Output
- multiplicity = 1
- charge = +1
- frontier orbital gap (eV) = 7.85
- relative energy (zero: lowest compared OMol25 entry of this formula, charge and spin) (kJ/mol) = 0.0
- electronic energy (Eh) = -1287.36080
- strongest force on any atom (hartree/bohr) = 0.016
- SMILES = Cc1c[n+](SI)cc2cc(O)c(O)cc12



3.
ORCA calculation (wB97M-V/def2-TZVPD) on one molecule with the formula C19H24N4O8 in a non-equilibrium geometry.

The geometry in XYZ format:
```
55
C19H24N4O8 wB97M-V/def2-TZVPD
C 3.0224 0.2047 -2.9811
C 2.5806 -1.1818 -2.5254
C 2.7409 -1.3918 -1.0081
C 2.3396 -2.8198 -0.6041
C 2.5129 -3.0713 0.8892
N 4.0706 -1.0570 -0.5502
C 4.1110 0.0279 0.2504
O 5.0588 0.5803 0.7369
N 2.7671 0.3990 0.4596
C 2.3606 1.5870 1.1667
C 1.4419 2.3826 0.2409
O 1.7142 2.6459 -0.8984
O 0.3105 2.6972 0.8574
C -0.6920 3.4039 0.1164
C -0.9638 4.7496 0.7771
C -1.9940 2.5852 0.0230
O -3.0301 3.1225 -0.2923
N -1.8484 1.2722 0.3145
C -2.8470 0.3011 0.3240
C -4.0539 0.4416 -0.3346
C -4.9857 -0.5921 -0.2860
N -6.2373 -0.4477 -0.9748
O -7.0438 -1.3511 -0.8683
O -6.4182 0.5587 -1.6250
C -4.7221 -1.7658 0.4040
C -3.5190 -1.9089 1.0688
C -2.5791 -0.8846 1.0516
O -1.3957 -0.9114 1.7098
C -1.0481 -2.0668 2.4353
C 1.9016 -0.3643 -0.2593
O 0.7010 -0.2268 -0.2786
H 2.8886 0.2958 -4.0558
H 2.4357 0.9828 -2.4986
H 4.0722 0.3774 -2.7540
H 3.1625 -1.9469 -3.0451
H 1.5275 -1.3288 -2.7690
H 1.2952 -2.9623 -0.8845
H 2.9465 -3.5283 -1.1714
H 2.2293 -4.0925 1.1306
H 3.5472 -2.9221 1.1902
H 1.8855 -2.3944 1.4639
H 4.9023 -1.4802 -0.9245
H 1.8314 1.3388 2.0908
H 3.2679 2.1561 1.3902
H -0.3255 3.5513 -0.9093
H -1.1901 4.6018 1.8302
H -1.8210 5.2070 0.2921
H -0.1002 5.4028 0.6848
H -0.9284 0.9164 0.5559
H -4.2836 1.3460 -0.8753
H -5.4608 -2.5516 0.4168
H -3.3263 -2.8221 1.6077
H -0.0815 -1.8505 2.8877
H -1.7736 -2.2766 3.2269
H -0.9560 -2.9381 1.7805
```

Output
- multiplicity = 1
- charge = 0
- frontier orbital gap (eV) = 8.59
- electronic energy (Eh) = -1559.37960
- strongest force on any atom (hartree/bohr) = 0.028
- SMILES = CCC1(CC)NC(=O)N(CC(=O)O[C@H](C)C(=O)Nc2cc([N+](=O)[O-])ccc2OC)C1=O